Molecular formula: C7H12ClNOS
Method: DFT, ωB97M-V/def2-TZVPD

The geometry in XYZ format:
```
23
Properties=species:S:1:pos:R:3:forces:R:3:lowdin_charge:R:1
Cl -2.7305 2.8241 -1.6085 0.910 -0.948 0.061 -0.027
S -0.9180 1.3564 -1.7855 -0.409 2.165 -0.847 0.633
O 0.1764 2.3078 -1.8093 -0.221 -0.576 0.373 -0.502
N -1.1713 0.9006 -3.3226 -0.718 -2.228 0.926 -0.229
C -0.6103 -1.2188 1.1243 0.070 -1.938 1.931 -0.141
C 1.5074 0.6896 1.5666 0.390 0.290 0.056 -0.104
C 0.3557 1.0060 2.1265 -1.505 -1.134 -0.757 -0.109
C 0.6604 -1.3437 0.3155 -1.727 1.913 1.324 -0.366
C 0.5871 -1.8116 -0.9153 0.288 -1.682 -0.579 0.001
C -0.8965 0.1683 1.9307 0.683 -1.117 -2.874 -0.138
C 1.8449 -0.6172 0.8931 -0.240 -0.203 -0.137 -0.143
H -1.4180 -0.0894 -3.3952 -0.075 0.517 0.027 0.066
H -0.5387 -2.2384 1.7199 -0.374 2.239 -0.037 0.150
H -1.5300 0.0769 2.7905 -0.077 -0.396 0.586 0.088
H 0.0798 1.9553 2.5219 0.594 0.810 0.416 0.094
H -1.5186 0.7412 1.1785 0.467 -0.326 0.843 0.098
H 2.4837 -1.1972 1.5976 -0.334 0.043 -0.772 0.136
H -1.4220 -1.4639 0.4559 -0.521 0.327 -0.125 0.078
H 2.3069 1.4231 1.5370 0.042 -0.036 0.237 0.105
H -0.2989 -2.3977 -1.2742 0.775 0.938 0.253 0.084
H 1.5249 -1.9438 -1.4455 -0.128 0.050 -0.394 0.062
H 2.3136 -0.3912 -0.0437 1.524 0.292 -0.061 0.098
H -0.7877 1.2639 -4.1582 0.587 1.003 -0.450 0.065
```
Positions in Å, forces in eV/Å.

F_max ... 3.16 eV/A
Energy relative to the best compared isomer or geometry (same formula, charge and spin) ... 0.000 eV
E_LUMO ... -0.378 eV
Gap between HOMO and LUMO ... 9.07 eV
E_HOMO ... -9.4 eV